(1)
Here is a cluster of 8 separate species, C20H44Cl14N3O in total from the OMol25 dataset. Energies are from ωB97M-V with the def2-TZVPD basis set.

Highest occupied orbital energy: -1.2 eV
Net charge: -1
E_LUMO: 2.0 eV

Last column: Mulliken charge in e.
CARTESIAN COORDINATES (ANGSTROEM)
Cl  -5.906  3.719  -3.206  -0.20
Cl  -1.239  -0.104  8.089  -0.16
Cl  -3.610  2.200  -2.145  -0.04
Cl  -0.221  3.839  4.145  -0.18
Cl  -2.017  2.001  -5.925  -0.08
Cl  0.201  -1.520  10.228  -0.18
Cl  5.528  1.524  -6.170  -0.15
Cl  -0.342  -3.437  -3.066  -0.01
Cl  -0.876  1.375  -8.565  -0.16
Cl  -1.969  2.460  2.230  -0.06
Cl  -2.951  -4.413  -2.132  -0.16
Cl  3.247  -0.193  -3.975  -0.17
Cl  7.190  -0.310  -4.586  -0.14
Cl  0.761  -0.406  -5.515  -0.17
O  -1.360  -3.560  5.170  -0.39
N  3.447  -0.158  1.955  -0.78
N  4.219  1.928  1.100  -0.63
N  2.545  1.880  2.773  -0.79
C  -0.744  -1.849  2.332  -0.39
C  -2.267  1.208  -7.484  -0.38
C  0.016  2.212  -0.744  0.92
C  -1.233  -0.939  1.217  0.07
C  -2.565  -3.480  5.892  -0.54
C  2.130  0.628  -5.067  -0.19
C  -1.450  -0.540  -1.301  -0.73
C  0.214  1.428  -2.065  -0.75
C  -1.588  3.984  3.025  -0.41
C  -0.818  -2.283  4.851  0.21
C  0.060  -1.232  8.486  -0.14
C  -0.468  0.048  -2.322  0.03
C  3.027  1.212  1.557  0.33
C  -1.469  -1.602  3.650  -0.46
C  6.345  -0.042  -6.113  -0.25
C  -1.478  -4.780  -3.050  -0.43
C  -4.773  2.372  -3.455  -0.12
C  1.917  1.141  0.494  0.95
C  -0.792  -1.358  -0.178  -0.40
C  1.308  2.450  0.033  -1.83
H  -2.450  4.306  3.598  0.36
H  -1.518  -0.524  3.829  0.24
H  2.336  0.568  -0.352  0.14
H  -1.001  -5.633  -2.583  0.29
H  -2.066  0.251  -0.868  0.13
H  -0.800  1.749  -0.148  -0.45
H  -1.319  4.702  2.260  0.28
H  -1.024  -2.422  -0.299  0.43
H  -0.099  2.073  -2.895  0.06
H  1.740  1.504  -4.561  0.22
H  -0.868  -2.897  2.035  0.27
H  5.593  -0.814  -6.223  0.22
H  -5.355  1.461  -3.520  0.30
H  2.669  0.883  -5.972  0.33
H  0.309  -0.701  -2.507  0.10
H  1.174  0.450  0.972  -0.70
H  4.569  2.511  1.851  0.30
H  1.031  3.013  0.947  -0.05
H  -3.375  -3.039  5.299  0.25
H  0.993  -0.810  8.135  0.32
H  -0.877  0.076  1.405  -0.67
H  -0.378  3.203  -1.005  0.30
H  -2.424  0.152  -7.300  0.24
H  -0.886  -1.642  5.739  -0.26
H  -1.009  0.135  -3.269  0.28
H  0.330  -1.685  2.485  -0.07
H  2.602  2.879  2.591  0.35
H  0.240  -2.465  4.647  0.32
H  -2.503  -1.953  3.565  0.23
H  -2.448  -2.875  6.802  0.19
H  1.541  1.720  2.840  0.25
H  -2.141  -1.193  -1.845  0.40
H  0.294  -1.256  -0.261  0.15
H  -0.152  -2.179  8.003  0.17
H  -2.848  -4.494  6.173  0.27
H  -3.125  1.661  -7.966  0.36
H  -4.226  2.561  -4.371  0.05
H  -1.770  -4.999  -4.070  0.31
H  1.296  1.321  -2.182  0.23
H  7.075  -0.072  -6.913  0.32
H  -2.331  -0.893  1.245  0.65
H  4.955  1.253  0.930  0.28
H  3.524  -0.710  1.103  0.35
H  2.698  -0.582  2.494  0.19

***

(2)
Here is a cluster of 9 separate species, C20H44Cl14O6S2 in total from the OMol25 dataset. Energies are from ωB97M-V with the def2-TZVPD basis set.

Highest occupied orbital energy (spin up / spin down): -12.6 / -12.6 eV
Net charge: +1
E_LUMO (spin up / spin down): -2.1 / -9.9 eV
2S+1: 2

Last column: Löwdin spin population.
CARTESIAN COORDINATES (ANGSTROEM)
Cl  -3.042  0.792  -6.328  0.04
Cl  -0.839  -3.370  2.404  0.00
Cl  -0.893  -3.797  -2.572  0.01
Cl  4.883  -0.958  -2.208  0.00
Cl  6.780  -3.035  -0.418  0.00
Cl  -1.943  0.463  -0.617  0.01
Cl  -3.240  -3.853  4.661  0.00
Cl  -5.773  -0.569  -2.351  0.00
Cl  -0.897  -5.983  -0.088  0.00
Cl  -4.160  -1.503  1.522  0.00
Cl  2.015  1.551  -3.166  0.35
Cl  1.293  0.311  0.432  0.00
Cl  -0.754  -0.663  -3.963  0.15
Cl  0.060  3.157  -5.299  0.22
S  4.850  3.819  0.341  0.00
S  -5.377  3.413  2.836  0.00
O  -4.385  4.456  2.652  0.00
O  -6.408  3.150  1.835  0.00
O  6.554  3.908  0.136  0.00
O  4.420  4.628  1.485  0.00
O  4.258  4.028  -0.972  0.00
O  -4.555  2.026  3.258  0.00
C  -4.833  -1.447  -1.128  0.00
C  -2.478  0.961  3.574  0.00
C  -3.368  -0.214  -4.880  0.00
C  -0.610  -2.999  4.136  0.00
C  -2.286  -1.266  -4.686  0.02
C  -0.322  -5.395  -2.640  0.00
C  -1.506  -3.964  4.938  0.00
C  4.695  2.013  0.913  0.00
C  8.598  3.483  -0.854  0.00
C  4.760  -1.300  -0.438  0.00
C  5.067  -2.740  -0.102  0.00
C  0.477  -0.825  -0.630  0.01
C  -6.214  3.666  4.417  0.00
C  0.363  -5.813  -1.346  0.00
C  -3.379  2.082  4.104  0.00
C  7.082  3.251  -0.994  0.00
C  -0.263  3.056  -3.605  0.07
C  -5.122  -0.803  0.219  0.00
C  -0.962  -0.987  -0.198  0.00
C  1.045  3.006  -2.801  0.07
H  4.357  -3.456  -0.517  0.00
H  1.699  3.843  -3.043  0.01
H  -1.054  2.321  -3.454  0.00
H  3.791  -0.913  -0.123  0.00
H  -3.760  -1.475  -1.318  0.00
H  0.396  -3.301  4.428  0.00
H  -2.629  -1.948  -3.908  0.01
H  -4.341  -0.680  -5.038  0.00
H  -5.169  -2.482  -1.069  0.00
H  -6.942  2.855  4.439  0.00
H  -6.775  4.593  4.301  0.00
H  -3.631  1.779  5.121  0.00
H  -0.715  -1.918  4.228  0.00
H  -2.276  1.062  2.508  0.00
H  8.963  3.381  0.168  0.00
H  1.005  -1.777  -0.565  0.00
H  0.611  -0.490  -1.659  0.00
H  -4.879  0.259  0.203  0.00
H  5.473  -0.642  0.059  0.00
H  0.459  -5.445  -3.398  0.00
H  -3.404  0.396  -3.978  0.00
H  4.905  1.417  0.025  0.00
H  -2.934  3.074  4.040  0.00
H  -0.724  3.997  -3.304  0.01
H  -5.428  3.665  5.172  0.00
H  6.724  3.860  -1.824  0.00
H  9.246  2.946  -1.547  0.00
H  -6.191  -0.934  0.384  0.00
H  -1.112  -1.064  0.879  0.00
H  -1.564  -1.791  -0.622  0.00
H  0.794  2.990  -1.740  0.00
H  6.891  2.177  -0.990  0.00
H  -1.329  -3.836  6.006  0.00
H  -1.114  -4.975  4.831  0.00
H  -2.187  -1.863  -5.593  0.00
H  1.076  -5.018  -1.131  0.00
H  8.837  4.519  -1.093  0.00
H  -2.983  0.011  3.751  0.00
H  5.021  -2.797  0.985  0.00
H  3.649  1.883  1.190  0.00
H  -1.131  -6.055  -2.953  0.00
H  5.401  1.820  1.721  0.00
H  0.950  -6.731  -1.324  0.00
H  -1.564  1.010  4.165  0.00

***

(3)
Here is a structure of composition C20H44LuNOP3S from the OMol25 dataset. Energies are from ωB97M-V with the def2-TZVPD basis set.

Highest occupied orbital energy (spin up / spin down): -16.3 / -16.3 eV
Net charge: +3
E_LUMO (spin up / spin down): -8.9 / -8.9 eV
Energy relative to the best compared isomer or geometry (same formula, charge and spin): 20.8 kcal per mole

Last column: Mulliken charge in e.
CARTESIAN COORDINATES (ANGSTROEM)
Lu  0.591  -0.334  -0.412  1.52
S  1.624  -1.296  -2.586  0.03
P  2.344  1.543  0.303  0.68
P  -0.875  1.782  -1.520  0.78
P  -1.497  0.237  1.446  0.61
O  1.246  -1.658  0.981  -0.87
N  1.859  -2.716  2.894  0.29
C  1.893  -0.902  -4.341  -0.55
C  -1.860  -3.279  -3.573  -0.72
C  0.719  -3.832  -2.546  -0.79
C  1.971  -3.977  3.623  -0.97
C  3.823  0.699  0.971  -0.97
C  -0.146  2.017  -3.197  -1.11
C  1.749  2.508  1.759  -1.17
C  -1.182  -0.393  3.136  -1.30
C  2.219  -1.454  3.577  -0.82
C  -2.635  1.493  -1.935  -1.39
C  -1.418  -4.577  -3.490  -0.51
C  -0.932  3.516  -0.936  -1.22
C  0.329  -2.499  -2.656  0.40
C  -0.120  -4.850  -3.013  -0.61
C  1.465  -2.742  1.641  0.00
C  -2.265  1.842  1.897  -1.39
C  -0.880  -2.202  -3.512  0.56
C  0.957  -1.838  -5.081  -0.84
C  3.042  2.813  -0.790  -1.15
C  -3.004  -0.728  1.050  -1.26
H  1.763  -0.600  3.063  0.05
H  1.308  1.829  2.514  0.20
H  -2.039  -5.404  -3.838  0.45
H  2.970  -1.071  -4.501  0.50
H  0.982  3.231  1.430  0.27
H  2.566  -4.692  3.042  0.38
H  1.803  0.143  -4.581  0.36
H  -2.900  2.112  -2.802  0.56
H  0.952  -1.580  -6.134  0.51
H  -2.717  -1.730  0.704  0.38
H  -0.866  -1.445  3.118  0.29
H  3.094  2.415  -1.812  0.31
H  4.394  1.414  1.579  0.49
H  -1.488  2.586  2.109  0.34
H  1.302  -3.713  1.151  0.55
H  0.087  1.049  -3.671  0.05
H  2.412  3.710  -0.780  0.40
H  -1.420  3.567  0.044  0.29
H  -0.399  0.199  3.630  0.33
H  0.084  3.924  -0.865  0.29
H  0.282  -5.856  -3.006  0.50
H  1.403  -2.819  -4.935  0.33
H  -2.906  -3.034  -3.785  0.49
H  0.779  2.609  -3.111  0.37
H  -2.797  0.436  -2.186  0.28
H  1.851  -1.518  4.610  0.45
H  -2.913  2.219  1.096  0.41
H  -3.618  -0.826  1.955  0.44
H  1.743  -4.035  -2.175  0.43
H  2.458  -3.788  4.578  0.37
H  -1.331  -1.242  -3.229  -0.33
H  4.434  0.360  0.123  0.45
H  -3.279  1.761  -1.089  0.39
H  2.613  3.038  2.198  0.53
H  -2.872  1.704  2.804  0.50
H  -2.103  -0.313  3.729  0.60
H  0.980  -4.428  3.791  0.36
H  4.053  3.056  -0.442  0.46
H  3.314  -1.346  3.583  0.38
H  -3.591  -0.240  0.262  0.33
H  -0.225  -1.951  -4.635  0.07
H  -1.510  4.104  -1.664  0.48
H  -0.884  2.557  -3.814  0.50
H  3.550  -0.177  1.581  -0.02

***

| no. | maximum force (eV/A) |
| --- | --- |
| 1 | 0.3 |
| 2 | 4.0 |
| 3 | 7.0 |